Formula: C5H25N2O8
Source: OMol25
Level of theory: ωB97M-V with the def2-TZVPD basis set

The geometry in XYZ format:
```
40
Properties=species:S:1:pos:R:3:forces:R:3
C 1.099608 -0.827409 -0.809930 0.356 0.751 -0.500
O 1.954287 0.233707 -0.675686 -0.012 0.396 0.914
C -0.232166 -0.742478 0.004208 2.813 -1.723 -0.502
C -1.073669 0.311330 -0.741064 0.173 -1.651 2.120
C -2.284567 -0.297372 -1.353715 -0.581 1.515 -1.222
C -2.808261 -1.509059 -1.244477 -0.332 -0.130 0.072
N -2.932836 0.730603 -2.149014 -0.213 -0.398 0.627
N -0.024970 -0.655859 1.487302 -0.072 0.833 -0.521
H 1.619018 -1.765246 -0.614716 0.111 -0.589 0.447
H 0.790052 -0.927258 -1.885571 -0.255 -0.178 0.257
H -0.492100 -1.803273 -0.081194 -1.214 0.324 -0.724
H -1.382572 1.011311 0.054589 -0.140 0.091 -0.768
H -0.426071 0.792970 -1.487187 -0.362 0.053 0.207
H -3.731158 -1.778201 -1.739908 -0.055 0.205 -0.225
H -2.384068 -2.301327 -0.670206 0.378 -0.174 0.401
H -2.423145 0.933312 -2.996750 0.084 0.048 -0.020
H -3.892812 0.501509 -2.356504 -0.019 -0.134 -0.272
H 0.958626 -0.522434 1.802593 -0.890 0.061 -0.888
H -0.469950 0.225095 1.725982 0.000 -0.082 0.786
H -1.035039 -2.212888 2.059971 -0.786 1.024 -0.380
H -2.492839 -2.272373 1.532610 0.166 0.124 0.005
O -1.938606 -2.536688 2.271972 -0.120 -0.515 0.255
H 2.454902 1.414753 -1.719043 -0.419 -0.333 -0.855
H 2.302784 0.953025 -3.141369 0.003 0.099 0.027
O 2.488055 1.769143 -2.664150 0.214 0.212 0.427
H -0.776570 2.836257 -0.807811 0.137 -0.222 -0.309
H 0.783465 2.755106 -0.846702 -0.209 -0.230 -0.175
O 0.027252 3.149205 -0.391815 0.358 0.667 0.329
H 1.711397 1.127358 0.982307 0.625 -0.402 -0.198
H 2.938589 1.066416 1.945977 -0.054 0.284 -0.301
O 1.976288 1.089070 1.925186 -0.001 0.547 0.778
H 4.417797 0.791548 -0.573077 0.400 0.308 0.068
H 3.622851 0.136749 0.409579 -0.011 0.064 0.017
O 4.479667 0.614885 0.376307 -0.351 -0.413 -0.334
H -0.573945 2.712963 1.514048 -0.479 0.320 -0.751
H -2.196176 2.666540 1.343387 0.455 0.375 -0.514
O -1.432030 2.461042 1.878793 -0.101 -0.667 1.466
H 1.006262 -3.104780 2.058064 0.074 -0.004 0.025
H -0.219127 -3.285345 2.926888 0.344 -0.628 0.090
O 0.591778 -3.741909 2.650125 -0.016 0.170 0.141
```
Forces are in eV/Å.

relative energy (zero: lowest compared OMol25 entry of this formula, charge and spin)	2.438	eV
LUMO energy	2.88	eV
Kohn-Sham gap	7.91	eV
E_HOMO	-5.033	eV
net charge	-1

---

Formula: C5H25NO6
Source: OMol25
Level of theory: ωB97M-V with the def2-TZVPD basis set

The geometry in XYZ format:
```
37
Properties=species:S:1:pos:R:3:forces:R:3
C -3.586949 -0.667122 -1.063779 1.213 4.750 2.789
C -3.541963 -0.989397 0.524792 -1.892 -1.687 -4.030
C -2.923141 0.076510 1.311190 0.887 1.308 3.155
C -1.365150 0.233288 1.112819 2.130 0.957 -0.161
C -0.522410 1.037922 2.207489 -5.116 -0.667 0.409
N -0.517849 -0.982219 0.912157 0.045 0.281 -1.616
H -4.078025 0.409386 -1.227226 0.432 -2.455 0.391
H -4.003625 -1.386701 -1.654826 -1.299 -1.892 -1.401
H -2.585248 -0.428893 -1.415734 0.373 -0.448 -0.111
H -4.611844 -1.203430 0.668361 0.196 0.594 0.881
H -3.143576 -2.020788 0.593662 0.469 0.671 0.372
H -3.288025 1.084894 1.073919 -0.283 -0.322 -0.395
H -3.292549 0.013808 2.439732 1.366 -0.248 -1.976
H -1.162425 0.798847 0.123814 -0.849 -0.416 1.529
H 0.412308 0.662941 2.257195 3.345 -0.380 -0.682
H -0.838450 0.856408 3.242515 -0.649 -0.475 -0.098
H -0.741594 2.057235 2.099502 0.700 1.677 -0.424
H -1.051742 -1.817282 1.068018 -0.003 -0.531 -0.347
H -0.133965 -0.922765 -0.068258 -0.938 -0.784 1.452
O 1.307380 -1.849612 3.114551 1.035 0.796 2.276
H 2.203849 -1.965766 3.504926 -0.967 0.098 -0.494
H 1.318059 -2.311318 2.307974 -0.019 -0.896 -1.608
O 2.909463 -0.265977 0.773654 -2.838 -1.906 -1.154
H 3.115352 -0.612087 -0.139113 -0.180 0.493 1.353
H 1.947153 -0.683265 0.927400 2.876 1.509 -0.165
O 2.078857 1.849182 -2.221005 2.841 -1.939 0.481
H 2.995913 2.037368 -1.867440 -1.457 0.755 -0.225
H 2.345461 0.893993 -2.383060 -1.161 1.111 -0.242
O 1.797739 3.161132 0.802485 -1.388 2.115 -1.632
H 1.597381 3.398855 -0.159692 0.711 -1.055 2.069
H 2.349997 2.404126 0.865922 0.646 -1.186 -0.453
O 2.306883 -1.918143 -2.772443 2.269 -0.477 -1.683
H 2.856443 -2.146335 -3.607889 -1.466 0.606 2.166
H 1.417093 -1.844861 -3.090947 -0.869 0.101 -0.449
O -0.120741 0.366054 -3.550140 -0.402 -0.414 5.014
H -1.002119 0.329616 -3.046918 1.144 0.082 -1.773
H 0.400152 0.383263 -2.628815 -0.902 0.275 -3.218
```
Forces are in eV/Å.

relative energy (zero: lowest compared OMol25 entry of this formula, charge and spin)	3.314	eV
LUMO energy	-0.01	eV
Kohn-Sham gap	9.30	eV
E_HOMO	-9.315	eV
net charge	0
structure (SMILES)	CCC[C@@H](C)N.O.O.O.O.O.O

---

Formula: C5H26N2O8
Source: OMol25
Level of theory: ωB97M-V with the def2-TZVPD basis set

The geometry in XYZ format:
```
41
Properties=species:S:1:pos:R:3:forces:R:3
O 1.880779 -1.589172 1.780803 0.182 -0.075 -0.114
C 1.772728 -0.434450 2.074266 -0.691 0.044 0.476
C 0.398436 0.253655 2.073256 -0.956 -1.142 -0.023
C 0.362436 1.500372 1.254359 0.727 2.244 -0.470
C 0.517951 1.391753 -0.259055 0.012 -2.197 2.020
C 1.680329 1.402579 -0.870207 -0.545 0.832 -0.857
N 1.789249 1.179533 -2.336966 1.235 -0.166 0.937
N -0.638290 -0.786096 1.633038 0.823 2.379 1.054
H 2.589241 0.178171 2.475467 0.271 0.087 -0.226
H 0.112904 0.435042 3.110069 0.411 0.479 0.120
H 1.163969 2.112809 1.688049 -0.114 0.162 -0.182
H -0.551145 2.092757 1.357006 -0.096 -0.255 0.623
H -0.358534 0.835574 -0.576580 -0.010 0.827 -1.458
H 2.648783 1.590936 -0.448543 -0.088 0.442 0.360
H 2.788691 1.022727 -2.468369 0.055 -0.060 -0.410
H 1.518085 1.994327 -2.889225 -0.450 -0.157 -0.226
H 1.324622 0.325704 -2.654170 -0.596 0.165 -0.005
H -0.768343 -0.661653 0.622767 -0.124 -1.624 -0.202
H -0.238404 -1.618247 2.033554 -0.061 -1.412 -0.967
H -1.519859 -0.609005 2.111388 -0.365 0.027 -0.101
H -2.438759 -0.407609 -3.480366 0.165 0.508 0.638
H -1.612476 -1.431960 -3.948450 0.851 -1.209 -0.791
O -1.543445 -0.749196 -3.294606 -1.405 0.355 0.010
H -2.491586 1.248640 3.558184 0.469 -0.042 0.384
H -3.865815 1.676240 3.301340 -0.206 0.231 -0.427
O -3.001034 1.668257 2.868332 -0.137 -0.271 0.054
H 0.569273 -2.093387 -1.334427 0.213 -0.128 0.092
H 1.793505 -1.188566 -0.966990 0.112 -0.414 0.168
O 0.842540 -1.196360 -1.111941 -0.145 -0.013 -0.327
H -3.806138 -2.522706 4.094163 -0.194 -0.180 -0.084
H -2.738583 -1.607551 4.643111 0.000 -0.041 0.262
O -3.083458 -1.954742 3.817999 0.379 0.333 -0.215
H -0.395116 1.271830 -5.001210 -0.045 0.090 -0.081
H -1.004495 1.403150 -3.611779 -0.835 -0.232 0.354
O -0.220929 1.578066 -4.106675 1.120 0.462 -0.431
H 4.795331 0.050743 -1.090085 -0.078 0.368 0.237
H 4.135640 -1.184839 -0.667296 -0.208 -0.202 0.364
O 3.974684 -0.231948 -0.654208 0.522 -0.386 -0.689
H -2.742569 -1.720165 -0.411807 0.027 -0.158 -0.036
H -1.824344 -1.586253 -1.644194 0.079 0.246 0.202
O -1.815853 -1.638957 -0.670002 -0.307 0.085 -0.034
```
Forces are in eV/Å.

relative energy (zero: lowest compared OMol25 entry of this formula, charge and spin)	0.000	eV
LUMO energy	-5.62	eV
Kohn-Sham gap	11.28	eV
E_HOMO	-16.894	eV
net charge	+2

---

Formula: C5H26N3O6
Source: OMol25
Level of theory: ωB97M-V with the def2-TZVPD basis set

The geometry in XYZ format:
```
40
Properties=species:S:1:pos:R:3:forces:R:3
C 1.610512 -1.479283 1.662899 -1.527 -2.341 -0.632
C 0.917470 -0.877056 0.367154 -0.579 0.213 2.685
C 1.786709 0.268612 -0.155838 -1.241 3.070 0.559
C 1.377386 0.735248 -1.605706 1.269 -1.317 -0.876
N -1.636545 2.365598 -2.757174 -0.177 0.077 -1.002
C -0.373757 1.858070 -2.673101 0.907 -0.807 1.954
N -0.039764 0.870189 -1.857422 -1.237 3.074 -1.363
N -0.521095 -0.230690 0.895352 2.862 -0.860 0.069
H 1.572695 -2.616069 1.654932 0.211 1.144 -0.420
H 1.066553 -1.284763 2.631824 0.671 0.406 -1.240
H 2.650040 -1.167683 1.673040 -0.157 -0.005 0.266
H 0.525456 -1.562955 -0.387984 0.622 -0.169 0.146
H 2.905154 0.248958 -0.224021 -1.008 -1.117 0.497
H 1.620136 1.117758 0.707676 0.359 -1.548 -2.256
H 1.595920 -0.197867 -2.311738 0.685 1.943 1.291
H 2.000668 1.700405 -1.824962 -1.047 -1.828 -0.076
H -1.908989 2.944603 -3.549078 0.561 -0.248 0.288
H -2.417204 1.837641 -2.425734 -0.130 -0.459 0.515
H 0.379189 2.478540 -3.223927 -0.465 -0.616 0.494
H -0.598895 0.509825 0.220421 -0.836 1.011 -0.086
H -1.319635 -0.878446 0.769709 0.273 0.257 0.167
H -0.407085 0.147622 1.878889 -0.384 -0.326 -1.255
H -0.940962 2.690535 1.879653 0.701 0.667 4.793
H -1.700481 3.108284 0.718016 -1.704 1.686 -0.982
O -1.073340 2.506447 1.015000 0.917 -2.209 -4.189
H -1.366629 1.676913 4.352009 0.941 -0.071 -0.633
H 0.127577 1.493596 3.712455 -1.219 0.291 0.343
O -0.824692 1.758390 3.529690 0.594 -0.430 0.523
H -0.744680 -4.381718 -2.114819 -1.107 -0.252 0.158
H 0.644080 -4.247033 -2.357815 3.208 -1.500 -0.979
O -0.056685 -3.729623 -2.103684 -2.069 1.771 0.928
H 2.972423 1.137469 3.534021 -0.410 -0.856 0.181
H 2.822548 -0.422372 3.674668 1.090 -1.066 0.483
O 2.346810 0.370617 3.507541 -0.608 2.557 -0.257
H -1.356054 -0.563169 -2.427389 -0.178 -0.226 -0.300
H -0.934184 -2.001320 -2.355157 -1.092 0.346 -0.971
O -1.686860 -1.444763 -2.715362 1.472 -0.263 1.140
H -2.599135 -1.614117 -1.102539 0.313 -0.019 -1.088
H -3.574342 -1.825492 0.020281 -1.154 -0.704 0.595
O -2.840317 -1.300901 -0.231785 0.673 0.722 0.532
```
Forces are in eV/Å.

relative energy (zero: lowest compared OMol25 entry of this formula, charge and spin)	2.466	eV
LUMO energy (spin up / spin down)	0.11 / 0.03	eV
Kohn-Sham gap (spin up / spin down)	2.10 / 9.56	eV
E_HOMO (spin up / spin down)	-1.986 / -9.532	eV
spin multiplicity	2
net charge	0
<S²>	0.751

---

Formula: C5H27N2O6
Source: OMol25
Level of theory: ωB97M-V with the def2-TZVPD basis set

The geometry in XYZ format:
```
40
Properties=species:S:1:pos:R:3:forces:R:3
C -0.059444 2.697327 0.712873 -3.345 3.482 -0.605
C 0.349348 2.960184 -0.731781 0.492 1.352 0.354
C 0.740135 1.702637 -1.506021 -0.465 2.746 -3.766
C -0.350011 0.676546 -1.494391 3.232 -2.301 2.905
C 0.221106 -0.703685 -1.996313 -1.463 -0.266 -0.081
N 0.036277 -1.697766 -0.792590 -5.124 -0.705 -2.806
N 0.905263 2.040148 1.541937 1.541 1.997 4.032
H -0.506128 3.833408 1.002929 1.492 -2.905 0.112
H -1.044120 2.112082 0.649812 1.501 0.519 0.637
H -0.586114 3.375149 -1.196483 0.909 -0.206 0.265
H 1.131737 3.835896 -0.743516 -1.193 -1.858 -0.264
H 1.768958 1.354698 -1.309984 -0.626 -0.086 -0.140
H 0.615011 2.100320 -2.620486 1.434 -0.791 1.833
H -0.536744 0.575686 -0.412079 -0.063 -0.713 -0.246
H -1.282810 1.011778 -1.766996 -1.899 0.582 -1.816
H -0.299165 -1.092471 -2.901956 -0.155 0.047 1.004
H 1.276227 -0.721950 -2.350751 -0.699 0.358 1.081
H -0.050944 -1.215431 0.069836 0.770 0.810 1.382
H -0.931185 -2.310907 -0.774939 2.715 2.120 -0.534
H 0.693171 -2.398025 -0.751376 2.065 -1.749 0.188
H 0.739454 2.244247 2.654229 0.295 -0.659 -3.661
H 1.963205 2.316343 1.402464 -2.907 -0.467 -0.018
H -2.827573 1.367359 3.245441 2.106 1.745 0.043
H -2.131259 2.756526 3.441139 -1.135 3.788 1.296
O -1.966719 1.913281 3.179684 -0.984 -5.537 -1.296
H 2.654598 -2.098990 -0.773833 -2.131 -1.426 3.039
H 3.919632 -1.851795 -1.250354 -0.815 0.568 -1.358
O 2.970509 -1.725019 -1.536859 3.372 0.762 -1.445
H -0.608430 -4.817354 -1.629724 -0.493 -0.948 -4.062
H 0.756196 -4.828561 -0.636027 -2.432 -0.279 -1.532
O -0.231968 -4.720294 -0.821592 2.969 1.157 5.509
H -1.407982 -1.491102 2.848761 0.993 0.509 0.266
H 0.249762 -1.724763 2.578505 -1.317 0.738 0.330
O -0.678182 -2.039867 2.548897 0.329 -1.161 -0.764
H 0.669799 0.567016 1.360265 2.781 -1.311 -0.183
H 2.010370 -0.166251 0.754687 2.701 1.154 -1.615
O 1.254859 -0.356013 1.220319 -4.285 -1.000 1.971
H -3.222842 -0.549275 0.039963 0.049 0.644 0.470
H -3.473256 -1.764412 -0.759392 1.009 0.421 0.075
O -2.730742 -1.166700 -0.494299 -1.222 -1.130 -0.600
```
Forces are in eV/Å.

relative energy (zero: lowest compared OMol25 entry of this formula, charge and spin)	4.931	eV
LUMO energy	-2.70	eV
Kohn-Sham gap	9.84	eV
E_HOMO	-12.538	eV
net charge	+1

---

Question: Which formula does entry 1 have?
Answer: C5H25N2O8

---

Question: Look up the relative energy (zero: lowest compared OMol25 entry of this formula, charge and spin) of the fifth one.
Answer: 4.931 eV